(1)
141
Properties=species:S:1:pos:R:3:lowdin_spin:R:1 method="wB97M-V/def2-TZVPD" spin_multiplicity=7 e_homo_ev="-7.42 / -7.32" gap_ev="7.228 / 7.120" total_charge=0 lumo_ev="-0.19 / -0.19" e_tot_ha=-5746.9068 s_squared=12.0126
Co 1.0065 -1.9956 2.4853 2.82
Co -2.4296 -2.1511 2.9396 2.77
O -0.7321 -3.5601 -5.6395 0.00
O -1.9729 -0.1941 -3.4012 0.00
O -6.2852 -1.6631 0.2146 0.00
O -1.7890 4.9674 2.5090 0.00
O 2.8193 0.3752 -3.0411 0.00
O 1.4486 -2.3547 -1.8832 0.00
O 1.2949 -0.9629 4.2444 0.03
O -3.3506 -3.4642 4.3549 0.08
O 7.4162 0.2890 -1.3383 0.00
O -0.5767 -3.4263 3.4084 0.07
O 4.9954 -2.9253 1.9841 0.00
O 2.0173 -0.5349 1.1791 0.05
O -2.2357 -0.4942 4.3443 0.03
O 5.3572 3.8083 -0.3078 0.00
O -0.9187 -1.0876 1.8390 0.09
O -5.3295 3.1284 -1.1925 0.00
N -2.9856 -2.8477 -4.1624 0.00
N 4.7666 -1.3060 0.4767 0.00
N 0.9308 1.2343 4.7036 0.00
N 5.1951 1.6062 0.1533 0.00
N -3.9737 -0.9054 2.1903 0.02
N 2.8116 0.2464 5.4148 0.00
N 5.6588 -0.0356 -3.6260 0.00
N -3.4963 5.0518 0.1915 0.00
N 3.8804 2.8903 1.0757 0.00
N 6.4306 -2.5414 0.4787 0.00
C -0.5945 -0.0660 0.9161 0.01
C 4.8949 2.8535 0.3287 0.00
C 0.9830 0.3836 0.7399 0.00
C 5.4097 -2.2116 1.0538 0.00
C 8.4490 0.4462 -0.3290 0.00
C -1.0122 -4.4025 4.2945 0.01
C -4.0743 2.7779 -0.6198 0.00
C 7.8937 0.4420 -2.6400 0.00
C -2.2716 -4.0533 -3.7831 0.00
C -7.3727 -1.2728 -0.6932 0.00
C 3.3006 -0.2491 -4.3033 0.00
C 1.6972 0.1313 4.7373 0.01
C 6.8701 0.7962 -3.6986 0.00
C -1.2406 5.5360 1.3261 0.00
C -1.8683 -0.7398 5.7137 0.00
C -2.5101 -4.5757 4.7937 0.01
C -6.4886 -1.2333 1.6033 0.00
C -3.2499 0.3969 4.1505 0.00
C -3.4999 -1.9873 -3.0745 0.00
C -1.5383 -4.6080 -5.0598 0.00
C -0.9244 4.0133 3.1884 0.00
C 2.8778 1.7852 -2.9088 0.00
C -2.4161 6.0770 0.4065 0.00
C -2.3413 -1.1508 -2.4640 0.00
C -6.2394 2.0643 -1.5397 0.00
C -3.9664 0.4737 2.7605 0.00
C -0.7991 0.4853 -3.1242 0.00
C -5.2211 -1.5225 2.4443 0.00
C 4.7567 0.2801 -4.7239 0.00
C 0.5919 -3.4006 -5.1804 0.00
C -3.0819 3.9580 -0.7023 0.00
H 6.6220 1.8543 -3.7816 0.00
H -0.9367 1.3014 -2.4148 0.00
H 6.7892 -2.1539 -0.3823 0.00
H -1.5991 3.3211 3.6921 0.00
H 1.2401 0.4987 -0.3131 0.00
H -2.5808 -4.7119 5.8728 0.00
H 2.3515 2.2065 -3.7654 0.00
H -2.7479 -0.6358 -1.5936 0.00
H -1.0441 -5.5794 -5.0749 0.00
H 1.0354 2.1529 5.1102 0.00
H -0.4309 3.3594 2.4695 0.00
H -4.2519 2.2800 0.3334 0.00
H 0.0468 -0.1743 -2.9306 0.00
H -5.7729 1.5070 -2.3520 0.00
H 3.8621 2.2352 -2.7795 0.00
H -7.3939 -1.7499 1.9220 0.00
H -1.5149 0.1333 6.2623 0.00
H -6.9118 -0.7770 -1.5475 0.00
H 5.2816 -0.8373 -0.2549 0.00
H -3.9923 -2.5930 -2.3137 0.00
H -4.4730 5.2373 0.0138 0.00
H 5.3435 0.0273 -2.6686 0.00
H -2.1204 3.4799 -0.5148 0.00
H 3.4917 2.1445 1.6349 0.00
H -3.0349 -5.4561 4.4228 0.00
H -6.4037 1.3353 -0.7462 0.00
H -0.7932 -5.3788 3.8621 0.00
H -0.3916 -4.3476 5.1889 0.00
H 8.3173 -0.5327 -2.8819 0.00
H 1.0941 1.4132 1.0803 0.00
H -4.1016 0.0868 4.7559 0.00
H -2.8109 -1.1395 6.0873 0.00
H 6.9780 -3.2251 0.9818 0.00
H -0.2610 4.2912 4.0074 0.00
H -3.3202 1.1468 2.1971 0.00
H 2.2063 1.8492 -2.0526 0.00
H 5.1556 0.0685 -5.7160 0.00
H -5.2166 -2.6114 2.3947 0.00
H -7.2211 2.4461 -1.8201 0.00
H -1.5404 -3.8323 -3.0056 0.00
H -1.0838 -0.2722 -0.0358 0.00
H 3.5395 3.8243 1.2537 0.00
H 4.6442 0.8447 0.5229 0.00
H 3.3816 -1.3294 -4.1831 0.00
H 8.7699 1.0903 -2.6321 0.00
H 1.0926 -2.7990 -5.9391 0.00
H 3.2946 -0.5554 5.7940 0.00
H 2.4727 -0.1691 -5.0079 0.00
H 2.9498 1.1450 5.8548 0.00
H -3.6165 2.0253 -1.2617 0.00
H -1.4374 -1.7538 -2.3779 0.00
H -2.9623 4.2259 -1.7521 0.00
H -2.7457 7.0395 0.7980 0.00
H -3.7614 -0.9652 1.2046 0.00
H 9.3459 -0.0959 -0.6285 0.00
H 7.3197 0.4015 -4.6097 0.00
H 1.2218 -4.2499 -4.9156 0.00
H -2.3657 -2.3217 -4.7618 0.00
H -3.1453 1.3924 4.5819 0.00
H -1.9432 6.1774 -0.5704 0.00
H -5.4133 -1.5115 3.5172 0.00
H -2.7954 -4.9151 -3.3696 0.00
H -2.3471 -4.7388 -5.7787 0.00
H 1.7428 -2.4458 -0.9769 0.00
H 3.7954 -1.1100 0.6726 0.00
H 7.9256 0.1308 0.5737 0.00
H -1.0226 -1.4265 5.7491 0.00
H -6.7279 -0.1713 1.6583 0.00
H -0.6481 6.4171 1.5726 0.00
H -1.0459 0.8379 1.3250 0.00
H 5.9420 1.4143 -0.4990 0.00
H 0.5245 -2.8196 -4.2606 0.00
H 8.7929 1.4652 -0.1514 0.00
H 1.5264 -1.4187 -2.0678 0.00
H -4.1870 -1.2567 -3.5015 0.00
H -8.0228 -2.1271 -0.8817 0.00
H -7.9942 -0.5053 -0.2320 0.00
H 4.6479 1.3646 -4.7123 0.00
H -4.9418 0.9457 2.8785 0.00
H -0.5547 4.9169 0.7478 0.00
H -0.4633 0.9544 -4.0490 0.00
H 0.3795 1.1313 3.8636 0.00

---

(2)
133
Properties=species:S:1:pos:R:3:mulliken_charge:R:1 method="wB97M-V/def2-TZVPD" spin_multiplicity=1 e_above_lowest_kj_mol=2214.5 e_homo_ev=-10.42 gap_ev=2.434 total_charge=+1 lumo_ev=-7.99 e_tot_ha=-2332.6236
Zr 2.2164 3.7055 -13.9160 1.45
O 0.3137 3.2395 -7.6833 -0.44
O 13.3708 -0.7517 -6.1928 -0.51
O 11.0163 -2.6628 -14.9962 -0.52
O 7.1856 0.0781 -4.1911 -0.50
O 13.8724 3.6875 -11.8351 -0.56
O 2.8828 0.0304 -14.7330 -0.51
O 5.0686 3.7353 -11.3352 -0.48
O 10.9372 8.5103 -4.6961 -0.51
O 10.7749 9.9496 -13.4089 -0.52
O 5.1605 -6.0611 -8.1850 -0.52
O 3.8810 13.5492 -9.6596 -0.52
O 4.6448 5.2731 -16.1328 -0.53
O 0.4814 -1.9545 -7.6331 -0.51
O -0.2162 2.3638 -11.6786 -0.43
C 11.3312 -0.8647 -7.3945 -0.91
C 3.4838 -1.9201 -13.3745 -1.21
C 6.8145 2.4613 -4.2683 -1.00
C 10.1183 7.9975 -5.7206 -0.13
C 1.8153 -2.1426 -15.2460 -1.15
C 1.7285 4.3978 -6.1410 -0.96
C 1.8744 -2.2366 -7.5821 -0.21
C -2.4840 1.8051 -11.3306 -1.11
C 0.6414 4.4871 -7.1977 -0.34
C 9.2757 9.2016 -6.2476 -1.06
C 7.1322 5.3735 -15.7687 -1.14
C 10.1447 -1.0308 -13.5107 -1.05
C 5.7089 -5.7817 -9.4318 -0.15
C 3.2726 12.3621 -9.2294 -0.23
C 10.8992 8.7848 -12.5807 -0.22
C 2.5821 -0.9150 -7.5284 -0.93
C 11.9840 -0.7133 -6.0217 -0.18
C 6.2546 1.0916 -3.8764 -0.16
C 5.6217 7.3315 -15.2089 -1.12
C 13.7420 3.6421 -9.5186 -1.04
C 4.2192 11.1743 -9.3257 -0.92
C 7.1052 2.7623 -10.3571 -1.26
C 13.0164 3.4127 -10.7888 -0.21
C 6.5677 5.2319 -10.1155 -1.32
C 5.9533 3.8210 -10.2394 0.83
C 11.2849 -1.9936 -13.7627 -0.15
C 12.2450 8.9032 -11.7535 -0.86
C 6.4467 -4.4532 -9.4088 -1.01
C 3.0728 -1.3862 -14.7843 0.57
C -1.1580 1.3188 -11.8895 -0.19
C 5.8279 6.1046 -16.0756 0.52
H 1.4108 -1.7126 -16.1623 0.31
H 1.3177 3.8877 -5.2697 0.34
H 11.6232 0.2306 -5.6131 0.27
H 7.2322 4.6504 -16.5782 0.32
H 12.8021 2.3543 -10.9369 0.23
H -2.8345 2.7609 -11.7201 0.30
H 7.0080 5.6643 -11.0139 0.32
H 3.6591 -1.0123 -7.3916 0.32
H 9.8885 10.0127 -6.6410 0.35
H 6.0841 6.4588 -17.0741 0.16
H 4.7816 7.8719 -15.6451 0.29
H 4.0111 13.5293 -10.6105 0.30
H 7.6432 2.8886 -11.2966 0.33
H 7.1118 4.7711 -14.8605 0.24
H 11.4545 0.0356 -7.9965 0.17
H 2.5574 3.7867 -6.4983 0.25
H 14.0954 4.6665 -9.4011 0.29
H 8.6235 9.7192 -5.5443 0.30
H 4.6090 -6.8360 -8.3155 0.32
H 2.9343 12.4528 -8.1972 0.27
H 11.1122 9.7596 -14.2874 0.30
H 8.0108 6.0178 -15.7386 0.34
H 7.9334 2.9462 -9.6728 0.38
H 5.2755 0.8964 -4.3138 0.24
H 8.7891 8.9849 -7.1986 0.28
H 11.6583 -1.4938 -5.3340 0.25
H 10.2827 -0.1446 -14.1301 0.28
H -2.4798 1.8208 -10.2407 0.35
H -0.2636 2.4855 -10.7276 0.24
H 12.4355 8.0343 -11.1236 0.28
H 11.4374 9.2253 -5.0964 0.31
H 2.3245 -0.4534 -8.4817 0.23
H 14.5669 2.9559 -9.3270 0.35
H 12.2472 -1.4849 -13.8197 0.27
H 10.9587 7.8676 -13.1667 0.22
H 12.2661 9.6945 -11.0041 0.28
H 11.2450 -2.7816 -13.0107 0.26
H 7.0285 -4.1668 -10.2850 0.36
H 2.0090 5.4106 -5.8516 0.33
H 3.9020 -1.6479 -15.4416 0.20
H 11.7563 -1.7454 -7.8759 0.29
H 4.9165 -5.7667 -10.1800 0.27
H 9.1886 -1.5020 -13.7384 0.30
H -3.2536 1.0765 -11.5853 0.34
H 2.0639 -2.9413 -6.7725 0.29
H 5.7596 -3.6184 -9.2709 0.17
H 5.7861 5.9541 -9.8798 0.32
H 1.9830 -3.2135 -15.3609 0.38
H 9.9760 8.6460 -12.0181 0.26
H 7.3443 5.3209 -9.3558 0.39
H 7.2155 -4.4540 -8.6361 0.31
H -1.2531 1.1281 -12.9585 0.31
H 2.1807 -0.3013 -6.7220 0.33
H 6.6749 -0.7284 -4.0889 0.30
H 10.0672 -0.6240 -12.5024 0.32
H -0.0957 2.7792 -6.9471 0.27
H 13.0838 8.9369 -12.4488 0.26
H 10.2547 -1.0304 -7.3529 0.32
H 4.6605 11.0901 -10.3188 0.30
H 12.0232 3.8547 -10.8685 0.31
H 14.6620 3.1421 -11.8093 0.32
H 6.0722 1.0967 -2.8018 0.26
H 7.6790 2.7218 -3.6577 0.29
H 0.3041 -1.3986 -6.8708 0.29
H 4.3857 -1.4511 -12.9810 0.33
H 2.4373 12.1923 -9.9087 0.25
H 6.0653 3.2518 -4.2239 0.34
H 5.3724 3.5811 -9.3489 0.08
H 9.4799 7.2043 -5.3316 0.25
H 11.7460 -3.2693 -15.1425 0.30
H 5.0624 11.2736 -8.6421 0.24
H 13.0602 3.4529 -8.6894 0.31
H 5.4424 7.1373 -14.1514 0.26
H 2.6978 -1.8733 -12.6207 0.32
H 2.2184 -2.6690 -8.5217 0.20
H 6.4596 -6.5301 -9.6858 0.26
H 3.6520 -2.9907 -13.4909 0.36
H 1.0873 4.9322 -8.0872 0.21
H 6.4686 8.0135 -15.2838 0.37
H 3.7424 10.2129 -9.1346 0.30
H 1.0667 -2.0402 -14.4603 0.28
H 10.7206 7.6352 -6.5537 0.22
H 7.1423 2.4313 -5.3073 0.24
H -0.7902 0.4165 -11.4008 0.23
H -0.2464 5.1029 -7.0540 0.35
H 13.7586 -0.2537 -5.4695 0.31
H 6.6737 1.7613 -10.3469 0.33

---

(3)
147
Properties=species:S:1:pos:R:3:mulliken_charge:R:1 method="wB97M-V/def2-TZVPD" spin_multiplicity=1 e_above_lowest_kj_mol=116.2 e_homo_ev=-8.82 gap_ev=8.283 total_charge=0 lumo_ev=-0.54 e_tot_ha=-3511.9029
S 0.2475 -1.2281 0.3415 0.40
F 0.9130 1.3070 -0.2885 -0.37
F -0.5408 1.2338 1.1972 -0.03
F 1.5569 0.7121 1.6793 -0.05
O 3.0884 -2.0015 -5.8981 -0.36
O 1.6076 -1.6206 -0.0352 -0.18
O 4.2705 1.0776 0.4414 -0.64
O 1.8990 5.7322 -1.1231 -0.31
O -5.0165 1.2889 2.3596 -0.40
O -0.1823 -1.9185 1.5425 0.20
O -0.9251 2.0044 7.2053 -0.36
O -4.9963 -3.2193 -2.6001 -0.40
O -4.2137 -4.0162 2.5008 -0.74
O -0.7509 -1.1557 -0.7550 -0.52
O -2.3966 5.1479 -2.9326 -0.29
O 4.1017 -1.8965 -0.8765 -0.34
O 3.9896 -7.0227 2.0560 -0.32
N 2.3139 -3.7034 2.4968 -0.38
N 4.7829 3.7066 -1.3166 -0.72
N -1.5665 -2.4340 -3.2434 -0.33
N -0.6030 -0.8707 6.9631 -0.76
N -3.7370 2.4332 -3.3807 -0.74
N -2.2892 -3.2645 3.1901 -0.21
N 1.6887 -2.2426 -2.5675 -0.43
N -2.7762 -3.0156 1.1955 0.14
N 4.0230 1.0758 2.6801 -0.36
N 5.6378 2.2381 1.7814 -0.42
N -4.3599 4.0771 -0.0898 -0.58
C -2.4451 2.8016 -2.7148 1.93
C 1.2912 6.5349 -0.1628 -0.84
C 2.5995 -5.0748 1.9266 0.58
C -2.9781 -2.3571 -3.4995 0.91
C 2.2607 -0.1914 -3.5227 -1.47
C -0.4210 0.0070 5.8255 0.78
C -3.1844 -3.4838 2.3222 0.53
C -1.6559 6.3742 -3.0547 -0.63
C 3.6304 4.2737 -1.7640 0.27
C 4.9152 -7.8472 2.7688 -0.76
C -5.6664 -2.1624 -2.0105 -0.37
C 2.7736 4.8001 -0.5998 -0.43
C 4.3084 -2.3120 -6.5129 -0.81
C -2.8831 3.4511 1.7091 -1.15
C 3.0064 -2.3789 -4.4898 -0.86
C 0.5549 0.6470 0.7873 -0.15
C -1.3570 1.2515 6.0078 -0.99
C -3.6726 -3.2838 -2.4451 0.97
C 1.8259 -1.6422 -3.8599 0.81
C 3.7659 -5.7649 2.5639 -0.89
C 4.5826 1.4716 1.5580 0.52
C -5.2017 2.4922 1.5262 -1.26
C 2.7167 -4.8411 0.4219 -1.12
C -3.2581 -2.8801 -4.9449 -1.64
C -1.4848 1.4931 -2.7497 -0.78
C -1.9683 2.6355 7.8772 -0.71
C -5.0168 0.0641 1.6048 -0.51
C -0.6771 -0.8400 4.6293 -1.08
C -1.7765 3.9366 -3.4225 -0.15
C -3.9584 2.9874 0.8078 1.98
C 2.7938 3.1387 -2.5111 -0.89
H -4.4040 3.1575 -3.1559 0.37
H -1.4649 1.8503 5.1034 0.40
H -2.0258 3.6030 1.0533 0.26
H -4.2409 0.0403 0.8396 0.16
H -1.7256 -1.1341 4.5811 0.37
H 1.8136 -5.7870 2.1780 0.27
H -0.5333 1.7163 -2.2670 -0.24
H -2.7921 1.9289 7.9782 0.34
H 2.2229 -3.7776 3.5000 0.27
H 3.5242 -4.2061 0.0575 0.09
H 4.6126 -5.1156 2.3413 0.29
H 0.7349 5.8487 0.4759 0.33
H -0.7511 4.0694 -3.0774 -0.14
H 3.3322 5.3758 0.1382 0.53
H -3.2577 -3.9682 -5.0080 0.35
H 0.8166 -1.6293 -4.2713 0.07
H -1.3088 1.0122 -3.7119 0.34
H -3.4489 4.2834 -0.4741 0.09
H -2.5798 3.0254 -1.6565 -1.15
H -0.6802 6.4051 -2.5698 0.04
H 4.4049 -1.0355 -1.1737 0.43
H -1.8059 -2.7368 1.1659 0.07
H -3.1465 4.3460 2.2729 0.36
H 4.0013 -2.1979 -4.0830 0.30
H 4.3493 1.4108 3.5754 0.18
H 2.0598 7.1577 0.2948 0.34
H 2.9509 -5.7725 -0.0936 0.51
H -5.4901 3.3779 2.0923 0.39
H 3.4977 2.5113 -3.0579 0.37
H 0.0837 -1.6172 4.5568 0.32
H -1.3910 6.6466 -4.0763 0.37
H 5.9564 -7.6106 2.5496 0.29
H -5.1607 -1.2446 -2.3105 0.06
H -2.3757 -3.5367 4.1589 0.19
H -3.2864 -3.0804 -1.4462 -1.06
H -2.4791 -2.5773 -5.6446 0.42
H 5.2292 -1.9005 -6.0995 0.32
H 3.1694 -1.9108 -1.1051 0.22
H -3.3634 -3.2701 0.4142 -0.06
H -0.9956 -1.8485 -3.8362 0.08
H -2.0685 0.8346 -2.1063 0.14
H 1.8088 0.4505 -4.2789 0.55
H 4.6210 -7.9062 3.8167 0.33
H 1.2175 -3.1188 -2.7420 0.23
H 1.4393 -3.2707 2.2359 -0.11
H -4.2450 -2.5797 -5.2972 0.35
H 3.0710 0.7596 2.5631 0.47
H 0.5224 7.1705 -0.6021 0.24
H -6.0227 -0.0503 1.2008 0.40
H -0.0553 -1.7081 6.8254 0.18
H 4.4731 -3.3891 -6.5384 0.32
H -1.8568 3.8979 -4.5089 0.43
H -0.5225 -0.1879 3.7697 -0.02
H -1.7113 2.9867 8.8766 0.26
H 0.5887 0.4134 5.8846 0.29
H -1.4364 -2.0885 -2.3033 0.04
H -6.7096 -2.3094 -2.2903 0.28
H 5.2793 4.2560 -0.6298 0.33
H -3.4946 2.1277 0.3241 -0.71
H 1.0686 -1.7550 -1.9367 -0.25
H -3.3395 -1.3297 -3.5445 -0.10
H 5.9375 2.5287 2.7011 0.15
H -5.7503 -2.1805 -0.9238 0.22
H 4.4867 2.9010 -0.7843 0.00
H 1.7468 0.2439 -2.6656 0.13
H -1.5320 -2.6387 2.9549 0.10
H 2.9461 -3.4668 -4.5192 0.57
H 2.1579 2.4953 -1.9031 -0.27
H 2.1597 3.5873 -3.2758 0.55
H -4.8226 -0.7229 2.3335 0.15
H -2.3613 0.8760 6.2036 0.40
H -3.9258 1.5830 -2.8691 0.10
H 3.8957 4.9903 -2.5412 0.42
H 2.2687 4.0225 -0.0266 0.08
H -2.3039 3.5529 7.3936 0.28
H -6.0808 2.3089 0.9085 0.41
H 3.6625 -5.8647 3.6444 0.43
H -2.5762 2.6431 2.3732 0.15
H -3.2831 -4.2864 -2.6213 0.42
H 3.3380 -0.0259 -3.5202 0.30
H -2.1865 7.2316 -2.6404 0.33
H 6.2323 2.3671 0.9752 0.29
H -0.4159 -0.4476 7.8609 0.23
H 4.8264 -8.8767 2.4219 0.26
H 4.2287 -1.9664 -7.5436 0.27
H 4.3077 -1.9238 0.0607 0.49
H 1.7587 -4.5458 -0.0062 0.18
H -4.5809 4.8763 0.4868 0.34